1.
{"formula": "C3H9NO3", "method": "wB97M-V/def2-TZVPD", "homo_lumo_gap_ev": 9.5, "total_energy_ha": -400.12205, "e_homo_ev": -9.13, "smiles": "CNCOC=O.O", "species": ["C", "N", "C", "O", "C", "O", "H", "H", "H", "H", "H", "H", "H", "O", "H", "H"], "coordinates": [[1.05861, -0.13370, 1.13529], [0.64231, -0.15799, -0.28919], [-0.69061, 0.34004, -0.44316], [-0.72003, 1.66744, -0.01360], [-1.86873, 2.27945, -0.05780], [-1.90533, 3.46746, 0.22119], [0.41586, -0.84538, 1.68027], [1.08695, 0.81556, 1.69629], [2.08058, -0.54618, 1.08990], [0.56555, -1.15908, -0.50983], [-1.06833, 0.16612, -1.46908], [-1.36472, -0.18876, 0.25785], [-2.69138, 1.64078, -0.43596], [1.08597, -2.43404, -0.97288], [1.65094, -2.43270, -0.16724], [1.72236, -2.47903, -1.72203]], "lowdin_charge": [-0.11, -0.11, -0.28, 0.00, -0.36, 0.06, 0.08, 0.09, 0.07, -0.01, 0.14, 0.13, 0.15, -0.04, 0.08, 0.10]}

***

2.
{"formula": "C3H9NO3", "method": "wB97M-V/def2-TZVPD", "homo_lumo_gap_ev": 10.3, "total_energy_ha": -400.13503, "e_homo_ev": -9.70, "smiles": "CNCC(=O)O.O", "species": ["C", "N", "C", "C", "O", "O", "H", "H", "H", "H", "H", "H", "H", "O", "H", "H"], "coordinates": [[-1.87392, 0.99170, -0.18389], [-0.71203, 0.25165, 0.34005], [0.51896, 1.16156, 0.59191], [1.63191, 0.15570, 0.71012], [1.93480, -0.23791, 1.82325], [2.30744, -0.22989, -0.37141], [-1.95039, 0.37510, -1.16942], [-1.70096, 2.15354, -0.39123], [-2.62613, 0.96288, 0.51806], [-0.93451, -0.14314, 1.23881], [0.36037, 1.88913, 1.34464], [0.55122, 1.76889, -0.42185], [2.93796, -1.02171, -0.27285], [-0.32833, -2.72274, -1.65365], [0.03198, -3.40431, -1.03743], [-0.14837, -1.95047, -1.06509]], "lowdin_charge": [-0.13, -0.13, -0.10, -0.55, 0.08, 0.09, 0.11, 0.11, 0.03, 0.09, 0.10, 0.15, 0.18, -0.10, 0.05, 0.01]}

***

3.
{"formula": "C3H9NO3", "method": "wB97M-V/def2-TZVPD", "homo_lumo_gap_ev": 10.6, "total_energy_ha": -400.15011, "e_homo_ev": -10.02, "smiles": "COCNC=O.O", "species": ["C", "O", "C", "N", "C", "O", "H", "H", "H", "H", "H", "H", "H", "O", "H", "H"], "coordinates": [[0.00000, 0.00000, 0.00000], [-0.19197, -0.53094, -1.32396], [-0.10906, 0.32488, -2.46676], [1.23861, 0.34360, -2.97948], [1.73786, -0.67214, -3.70757], [2.94403, -0.69732, -3.81738], [-0.63547, 0.89020, 0.14264], [1.04926, 0.28284, 0.18885], [-0.29614, -0.76540, 0.73694], [-0.80701, 0.08854, -3.29287], [-0.35824, 1.33734, -2.09489], [1.88814, 1.02071, -2.57185], [0.94085, -1.27095, -4.21145], [-3.53934, -1.21597, -0.05989], [-3.47514, -0.23408, -0.05447], [-3.24653, -1.47869, -0.96184]], "lowdin_charge": [-0.09, -0.20, -0.23, 0.03, -0.36, 0.02, 0.08, 0.08, 0.09, 0.13, 0.13, 0.16, 0.15, -0.09, 0.04, 0.05]}

***

4.
{"formula": "C3H9NO3PS", "method": "wB97M-V/def2-TZVPD", "total_charge": -1, "homo_lumo_gap_ev": [6.5, 6.5], "total_energy_ha": -1139.78069, "e_homo_ev": [-3.43, -3.43], "species": ["C", "C", "C", "N", "O", "O", "O", "P", "S", "H", "H", "H", "H", "H", "H", "H", "H", "H"], "coordinates": [[-0.18185, 0.88725, -1.48349], [1.38885, -1.22734, -0.09879], [-0.50770, 0.54677, -0.08743], [0.05971, 1.26596, 0.81878], [-1.20934, -1.44277, 1.64542], [-2.82587, 0.48406, 1.22103], [-2.43598, -1.37471, -0.62553], [-1.99871, -0.49568, 0.47384], [2.76200, -0.11636, -0.13411], [0.98171, 1.12267, -1.41318], [-0.44693, 0.08083, -2.05762], [-0.65869, 1.85230, -1.96539], [1.56459, -2.08938, 0.58042], [1.05860, -1.52901, -1.01169], [-0.63795, -1.96171, 1.04983], [0.66759, 2.00146, 0.59730], [-0.01332, 1.10881, 1.80643], [2.43327, 0.88684, 0.68418]], "lowdin_charge": [-0.11, -0.58, -0.39, 0.08, -0.23, -0.36, -0.35, 0.27, 0.55, 0.06, 0.03, 0.12, -0.02, -0.07, 0.01, 0.07, 0.12, -0.21]}